{
  "formula": "C15H23AsF6I2IrNSSe2Te",
  "method": "ωB97M-V/def2-TZVPD",
  "species": ["Ir", "I", "I", "Te", "Se", "Se", "As", "S", "F", "F", "F", "F", "F", "F", "N", "C", "C", "C", "C", "C", "C", "C", "C", "C", "C", "C", "C", "C", "C", "C", "H", "H", "H", "H", "H", "H", "H", "H", "H", "H", "H", "H", "H", "H", "H", "H", "H", "H", "H", "H", "H", "H", "H"],
  "positions_angstrom": [[-1.31917, -0.06700, 2.07135], [1.34428, -0.70348, 3.01061], [-1.54873, -2.57356, 3.46396], [0.73762, -0.58659, -1.34596], [-3.92408, -0.12265, 1.60674], [-1.87300, 1.42907, 4.01544], [-2.64331, -2.73794, -0.84770], [0.11004, 1.26558, 0.12220], [-3.37244, -3.94812, -1.74978], [-1.74284, -1.30251, 0.17340], [-2.73037, -3.46895, 0.69505], [-2.31129, -1.67613, -2.14432], [-4.07988, -1.87560, -0.51908], [-1.05733, -3.38272, -1.02772], [-2.19008, 2.19206, -1.28827], [-4.56682, 0.95405, 3.10642], [-1.25912, 1.78781, -0.73465], [-3.69186, 0.81128, 4.31278], [5.01854, 0.00765, -3.51670], [4.30634, -1.19149, -3.47767], [3.16636, -1.33812, -2.71849], [2.68400, -0.21064, -1.99821], [-2.19542, 3.22630, 3.38025], [4.55801, 1.08171, -2.75347], [3.42174, 1.00052, -1.97479], [2.45033, -2.67275, -2.71810], [-4.49773, 1.06488, 0.20113], [0.29068, -1.98285, 4.35381], [3.00966, 2.19599, -1.15968], [6.27136, 0.11411, -4.33438], [3.15852, -3.48303, -2.87573], [-4.64112, 1.98284, 2.76385], [-2.93099, 3.24574, 2.58085], [-5.58571, 1.09339, 0.24587], [-4.07359, 2.05421, 0.32778], [-3.58695, -0.22491, 4.62729], [5.11396, 2.01358, -2.77072], [2.82915, 1.91794, -0.12201], [4.66717, -2.03581, -4.05648], [2.10362, 2.65175, -1.57098], [3.79186, 2.95315, -1.17044], [-2.53365, 3.81590, 4.23000], [-4.08970, 1.38318, 5.15022], [1.92886, -2.88088, -1.78251], [6.96658, -0.68823, -4.07709], [0.89557, -2.85966, 4.55475], [6.76841, 1.07406, -4.20850], [1.72346, -2.72692, -3.53452], [-5.57314, 0.61118, 3.34253], [-4.17334, 0.63880, -0.74065], [0.08403, -1.42160, 5.25488], [-1.24613, 3.61733, 3.02209], [6.03765, -0.02196, -5.39467]],
  "forces_ev_per_angstrom": [[-0.97, -0.58, -0.80], [-0.96, 0.12, -0.28], [0.07, 1.01, -0.46], [-0.23, -0.20, 0.04], [1.31, 0.16, 0.62], [0.96, -0.81, -0.59], [1.31, 0.10, -0.46], [-1.13, -0.25, 1.01], [-0.22, -0.09, 0.11], [0.52, 0.35, 0.61], [-0.34, -0.30, 0.44], [-0.16, 0.13, -0.23], [-0.45, 0.13, 0.03], [0.05, 0.01, 0.12], [0.63, -0.19, 0.27], [-0.14, 0.15, -0.26], [-0.52, 0.42, -0.29], [-0.07, 0.07, 0.11], [-0.07, -0.02, 0.11], [0.48, 0.30, -0.10], [-0.66, 0.23, 0.55], [1.10, 0.26, -0.29], [-0.04, 0.07, -0.27], [0.35, -0.22, -0.22], [-0.76, -0.43, 0.04], [-0.03, 0.27, -0.31], [0.03, 0.08, -0.16], [0.09, -0.10, 0.15], [-0.03, -0.15, -0.21], [-0.07, -0.17, -0.22], [0.02, -0.01, 0.03], [-0.04, 0.05, 0.04], [0.06, -0.03, -0.02], [-0.01, -0.09, 0.08], [0.00, 0.02, 0.07], [0.02, -0.05, 0.08], [0.00, -0.07, 0.06], [0.00, 0.05, 0.09], [-0.02, -0.01, 0.07], [-0.04, 0.02, 0.07], [-0.04, -0.02, 0.00], [0.00, -0.07, 0.05], [0.07, 0.05, 0.08], [0.01, -0.10, 0.11], [0.00, 0.11, 0.07], [0.00, -0.04, -0.03], [-0.02, -0.04, 0.02], [-0.02, -0.02, 0.05], [-0.07, -0.09, -0.08], [0.00, -0.08, -0.04], [-0.01, 0.03, 0.06], [0.02, -0.04, 0.02], [0.02, 0.10, 0.06]],
  "charge": 2,
  "e_homo_ev": [-13.04, -13.04],
  "multiplicity": 1,
  "e_lumo_ev": [-9.02, -9.02],
  "orbital_gap_ev": [4.01, 4.02]
}

{
  "formula": "C15H23Cl2F4N2O2PS2Y",
  "method": "ωB97M-V/def2-TZVPD",
  "species": ["Y", "Cl", "Cl", "S", "S", "P", "F", "F", "F", "F", "O", "O", "N", "N", "C", "C", "C", "C", "C", "C", "C", "C", "C", "C", "C", "C", "C", "C", "C", "H", "H", "H", "H", "H", "H", "H", "H", "H", "H", "H", "H", "H", "H", "H", "H", "H", "H", "H", "H", "H", "H", "H"],
  "positions_angstrom": [[-0.18488, 0.33789, 1.33216], [-0.00061, -0.31320, 3.80132], [-3.26118, -4.76868, -0.24492], [1.31482, -2.10817, 0.88962], [-0.10465, -0.18512, -1.33978], [1.12027, -1.70646, -1.05649], [-2.64744, 0.42630, 1.24788], [-5.09675, 5.22987, 1.00159], [-5.22035, 0.48376, 0.83552], [-2.44394, 5.14253, 0.96099], [0.51935, -3.04008, -1.75705], [2.54520, -1.43308, -1.74799], [1.83503, 1.89533, 1.22676], [-1.04992, 2.50920, 1.18177], [-4.51649, 4.01311, 0.98958], [-4.63373, 1.68359, 0.92001], [-5.32681, 2.86334, 0.87707], [-0.05126, 3.57669, 1.13690], [2.82908, 1.17576, 0.38377], [-3.13452, 3.97646, 1.04226], [-0.03744, -2.97818, -3.09726], [-2.40221, 2.74656, 1.08679], [1.23877, 3.02716, 0.54575], [3.72723, -2.01099, -1.14824], [-1.51496, -3.35857, -3.13351], [2.48236, 2.27042, 2.51829], [-1.52035, -4.92836, 0.11523], [3.57604, -3.55362, -1.01045], [-3.26179, 1.63473, 1.09209], [2.31779, 1.49006, 3.23047], [-2.14841, -2.66020, -2.60319], [2.40726, 0.90978, -0.58260], [2.60398, -3.87302, -0.63934], [-1.64092, -4.35348, -2.74744], [4.54969, -1.79821, -1.86327], [3.53514, 2.42088, 2.42891], [3.70737, -4.05966, -1.97224], [3.06674, 0.30386, 0.96750], [0.06881, 4.05314, 2.14590], [-0.82946, -4.43890, -0.53975], [0.06648, -1.95812, -3.43636], [2.04371, 3.17016, 2.88039], [-0.40312, 4.35146, 0.41926], [3.65691, 1.87965, 0.21834], [0.55784, -3.58549, -3.77201], [3.85813, -1.55993, -0.17014], [-1.84870, -3.32146, -4.18674], [1.97206, 3.90230, 0.41997], [-1.21881, -5.28988, 1.11034], [0.96531, 2.75144, -0.48010], [4.30130, -3.96674, -0.29156], [-6.36794, 3.02416, 0.81400]],
  "forces_ev_per_angstrom": [[0.01, 0.31, 0.83], [-0.05, 0.20, -0.52], [1.88, -0.18, 0.46], [-0.28, 0.38, -0.05], [-0.28, 0.62, -0.79], [-0.08, -1.23, 0.53], [0.31, -0.76, -0.13], [0.04, -0.37, -0.10], [-0.54, 0.00, 0.02], [-0.33, -0.16, 0.28], [0.21, 0.44, 0.04], [-0.61, 0.16, -0.01], [-0.32, -0.74, 0.22], [-0.29, -0.83, -0.07], [0.01, -0.30, -0.20], [0.56, -0.89, 0.23], [1.58, 1.46, 0.34], [-0.95, 0.63, 0.06], [-0.50, 1.31, 0.32], [0.60, -0.42, -0.32], [-0.46, 0.62, -0.05], [0.06, 0.34, 0.42], [0.60, 2.05, -0.89], [0.02, -1.56, -0.55], [0.61, 0.26, -0.71], [-0.90, -0.50, -0.67], [-1.33, -0.22, 0.58], [0.43, 0.04, -0.04], [0.00, 1.25, -0.19], [-0.10, -0.48, 0.54], [0.05, 0.13, 0.38], [-0.08, -0.08, 0.08], [0.05, 0.27, 0.03], [-0.29, -0.44, 0.11], [-0.50, 0.16, 0.70], [0.85, 0.18, -0.42], [0.13, 0.19, 0.06], [0.71, -0.39, -0.15], [0.08, -0.27, -0.78], [-0.03, 0.17, -0.24], [0.02, 0.38, -0.28], [-0.42, 0.65, 0.36], [0.52, -0.20, 0.62], [0.26, -0.50, 0.02], [0.14, -0.33, 0.23], [0.27, 0.13, -0.02], [0.20, -0.20, 0.38], [-0.64, -1.07, 0.31], [-0.54, 0.22, -0.68], [0.23, -0.33, 0.12], [-0.03, 0.30, -0.33], [-0.94, -0.37, -0.12]],
  "charge": 0,
  "e_homo_ev": [-7.90, -7.90],
  "multiplicity": 2,
  "e_lumo_ev": [0.41, 0.04],
  "orbital_gap_ev": [8.31, 7.94]
}